Computed, not measured: one molecule with the formula C5H7N, with the ωB97M-V functional and the def2-TZVPD basis.

The geometry in ORCA input format:
```
! RIJCOSX wB97M-V def2-TZVPD def2/J DEFGRID3
* xyz 0 1
C 1.930 -0.023 -0.092
C 0.442 0.065 0.037
C -0.399 1.151 0.093
C -1.739 0.669 0.086
C -1.679 -0.700 0.032
N -0.358 -1.047 0.005
H 2.355 -0.812 0.538
H 2.233 -0.226 -1.127
H 2.399 0.919 0.201
H -0.085 2.186 0.117
H -2.643 1.261 0.113
H -2.453 -1.453 -0.004
H -0.004 -1.991 0.000
*
```

Kohn-Sham gap, eV: 9.037
Energy relative to the best compared isomer or geometry (same formula, charge and spin), kJ/mol: 1.2
Calculated total energy, eV: -6788.4998
SMILES string: Cc1ccc[nH]1
Highest occupied orbital energy, eV: -7.98